{"formula": "C4H12N2S", "method": "the ωB97M-V functional and the def2-TZVPD basis", "species": ["C", "N", "C", "C", "S", "C", "N", "H", "H", "H", "H", "H", "H", "H", "H", "H", "H", "H", "H"], "xyz": [[-1.48154, -0.22605, -0.17626], [-0.40010, 0.67309, -0.10733], [0.67790, 0.34022, 0.90005], [1.45188, -0.93274, 0.46633], [3.08664, -0.76083, -0.34099], [-2.93068, 0.36350, 0.30256], [-3.26738, 1.57777, -0.31034], [-1.34643, -1.02570, 0.56043], [-1.57815, -0.76633, -1.11587], [0.10256, 0.84981, -0.97398], [1.29351, 1.24116, 0.86365], [0.28407, 0.28373, 1.91291], [0.71486, -1.36143, -0.19112], [1.57241, -1.64793, 1.28164], [2.59423, -1.00693, -1.58147], [-2.95300, 0.14377, 1.37399], [-3.62935, -0.34628, -0.15445], [-3.45681, 1.52101, -1.29566], [-2.94108, 2.46688, 0.04425]], "forces_ev_per_angstrom": [[1.4, -0.5, 0.1], [0.9, -2.0, 0.9], [0.2, 1.5, -0.4], [-0.4, 0.1, 0.3], [-1.0, 0.1, -0.4], [-1.3, -0.4, -1.3], [0.5, -0.4, 1.3], [0.0, 0.2, 0.2], [-0.3, 0.7, -0.4], [-0.7, 0.4, -0.2], [0.3, -0.3, 0.2], [-0.3, -0.2, -0.1], [0.4, -0.9, -0.6], [0.0, 0.3, 0.2], [0.4, 0.1, 0.3], [-0.1, 1.4, 0.0], [0.3, -0.3, 0.2], [-0.2, 0.2, -0.1], [0.0, -0.1, -0.1]], "lowdin_spin": [0.136, 0.303, 0.024, 0.022, 0.012, 0.124, 0.288, 0.020, 0.010, 0.012, 0.000, 0.003, 0.000, 0.004, 0.001, 0.007, 0.012, 0.008, 0.013], "total_charge": 1, "spin_multiplicity": 2}



{"formula": "C4H12N2Si", "method": "the ωB97M-V functional and the def2-TZVPD basis", "species": ["C", "C", "C", "C", "Si", "N", "N", "H", "H", "H", "H", "H", "H", "H", "H", "H", "H", "H", "H"], "xyz": [[-0.41315, -2.65402, 0.38184], [0.01889, -1.12231, 0.25897], [0.56973, -0.36132, 1.41174], [-0.14349, -0.46149, -0.87411], [-0.20177, 1.49996, -1.02039], [-0.33515, 2.45420, 0.37333], [1.38584, 1.84863, -1.46887], [-1.45328, -2.81434, 0.09132], [0.18089, -3.35334, -0.35582], [-0.33801, -2.83121, 1.47768], [1.49404, 0.23897, 1.15902], [0.91843, -1.10126, 2.16949], [-0.18606, 0.32344, 1.79501], [-0.38765, -1.04672, -1.82954], [-1.43334, 1.76124, -1.80325], [-0.93093, 2.09474, 1.11921], [0.28220, 3.25341, 0.62319], [1.75485, 2.59287, -0.94078], [1.58480, 1.88199, -2.49820]], "forces_ev_per_angstrom": [[1.5, 0.8, -0.4], [-0.6, -1.6, -1.1], [1.3, -0.6, 1.1], [-1.1, 1.0, -2.0], [-0.2, -2.5, 0.3], [-0.1, 0.7, 1.4], [0.4, -0.2, -3.1], [0.0, 0.4, 0.1], [-0.7, 1.3, 1.9], [0.2, -0.8, -0.9], [-1.2, -0.6, 0.0], [-0.5, 0.7, 0.0], [0.2, -0.2, 0.5], [-0.1, 0.8, 1.4], [0.3, 0.0, -0.5], [0.4, 0.8, -0.2], [-1.0, -1.3, -0.1], [0.9, 1.1, 0.1], [0.2, 0.2, 1.7]], "nbo_charge": [-0.652, 0.018, -0.661, -0.633, 1.705, -1.336, -1.296, 0.218, 0.226, 0.210, 0.231, 0.210, 0.211, 0.204, -0.234, 0.393, 0.407, 0.383, 0.395], "smiles": "CC(C)=C[SiH](N)N", "total_charge": 0, "spin_multiplicity": 1}



{"formula": "C4H12N3", "method": "the ωB97M-V functional and the def2-TZVPD basis", "species": ["N", "C", "N", "C", "C", "C", "N", "H", "H", "H", "H", "H", "H", "H", "H", "H", "H", "H", "H"], "xyz": [[-0.30107, 1.97519, -2.52049], [-0.02179, 0.75822, -2.08301], [-0.09314, 0.39171, -0.84153], [0.17045, 0.94901, 0.49341], [-0.44300, 0.05235, 1.58426], [0.37138, -1.32173, 1.61629], [0.13251, -2.11732, 0.39398], [-0.37649, 2.25420, -3.48310], [-0.52028, 2.67261, -1.82381], [0.29409, 0.07318, -2.85254], [0.00032, -0.68242, -0.73792], [1.25921, 1.05491, 0.55149], [-0.17600, 1.97401, 0.53111], [-0.24383, 0.45137, 2.59165], [-1.51076, -0.05396, 1.48196], [0.00990, -1.90888, 2.45401], [1.39949, -1.04119, 1.79644], [0.80653, -2.87938, 0.37254], [-0.75752, -2.60188, 0.47526]], "forces_ev_per_angstrom": [[0.2, 0.4, 1.0], [-0.4, 1.5, -0.3], [0.6, -3.5, -0.1], [-0.4, 1.2, -0.1], [2.2, -1.0, 0.2], [-2.3, 0.8, 0.1], [0.6, -0.1, -0.2], [0.3, -0.3, -0.1], [-0.1, 0.2, -0.2], [-0.4, -0.6, 0.0], [0.1, 1.1, 0.0], [-0.1, -0.4, 0.3], [-0.4, 0.2, 0.2], [-0.2, 0.4, -0.5], [-0.3, -0.2, -0.2], [0.2, 0.2, 0.5], [0.4, -0.3, -0.4], [0.1, 0.2, -0.2], [-0.1, 0.2, 0.0]], "nbo_charge": [-0.723, 0.401, -0.562, -0.224, -0.425, -0.221, -0.862, 0.438, 0.412, 0.223, 0.466, 0.221, 0.211, 0.245, 0.226, 0.201, 0.205, 0.388, 0.380], "smiles": "N/C=[NH+]\\CCCN", "total_charge": 1, "spin_multiplicity": 1}



{"formula": "C4H12N3", "method": "the ωB97M-V functional and the def2-TZVPD basis", "species": ["C", "C", "N", "C", "C", "N", "N", "H", "H", "H", "H", "H", "H", "H", "H", "H", "H", "H", "H"], "xyz": [[-2.28137, -0.76564, 0.37012], [-1.56309, 0.34120, -0.43438], [-0.38809, 0.85127, 0.28163], [0.60044, 1.32738, -0.60607], [1.10255, 0.01836, -0.05511], [1.20061, -1.15346, -0.78600], [1.95119, 0.09468, 1.21119], [-1.77927, -1.72798, 0.31750], [-1.95498, -0.30677, 1.30087], [-3.31479, -0.68878, 0.02956], [-1.45260, 0.22861, -1.55547], [-2.31954, 1.17804, -0.39324], [1.36651, 2.05895, -0.33143], [0.42944, 1.37620, -1.67110], [1.33230, -1.04506, -1.77150], [0.71826, -2.04625, -0.52188], [2.87542, 0.48059, 1.14287], [2.22795, -0.83978, 1.63489], [1.24907, 0.61843, 1.83755]], "forces_ev_per_angstrom": [[1.9, 1.5, -0.9], [-1.4, 0.6, -1.1], [2.1, -1.4, 0.0], [3.1, -0.2, -0.1], [-2.7, -0.4, -0.8], [-0.4, -0.7, 0.9], [-2.2, -1.0, 1.2], [-0.4, -0.2, -0.3], [-1.5, -0.7, 1.0], [0.0, -0.7, 0.9], [0.4, -0.4, 1.1], [1.0, -0.4, 0.1], [-1.0, 0.9, 0.3], [-0.3, -0.2, -0.2], [0.0, 0.0, -0.3], [0.6, 1.5, -0.2], [0.4, 1.3, -0.5], [-1.3, 0.9, -0.7], [1.7, -0.6, -0.4]], "nbo_charge": [-0.615, -0.255, -0.398, -0.241, 0.342, -0.843, -0.727, 0.200, 0.224, 0.243, 0.192, 0.232, 0.207, 0.229, 0.411, 0.413, 0.442, 0.457, 0.486], "smiles": "CCN1C[C@@]1(N)[NH3+]", "total_charge": 1, "spin_multiplicity": 1}



{"formula": "C4H12N3", "method": "the ωB97M-V functional and the def2-TZVPD basis", "species": ["N", "C", "C", "N", "C", "C", "N", "H", "H", "H", "H", "H", "H", "H", "H", "H", "H", "H", "H"], "xyz": [[2.35574, 1.75703, -0.20309], [1.72772, 0.62168, -0.62356], [0.40715, 0.36409, -0.42059], [-0.35255, 1.23247, 0.54435], [-0.31022, -0.82852, -0.89220], [-0.91667, -1.70497, 0.19116], [-1.89981, -0.99495, 0.99289], [3.17106, 2.19192, -0.59310], [1.87346, 2.32933, 0.46575], [2.22566, 0.07231, -1.43779], [-0.51038, 2.10224, 0.03070], [0.17017, 1.42830, 1.40138], [-1.16050, 0.64036, 0.87537], [0.31568, -1.51644, -1.53249], [-1.01629, -0.61345, -1.76228], [-0.10755, -2.16707, 0.79667], [-1.23425, -2.67368, -0.27291], [-2.77287, -0.92397, 0.48998], [-1.96555, -1.31667, 1.94977]], "forces_ev_per_angstrom": [[-0.4, 0.0, 0.9], [-1.1, 0.9, -1.7], [1.9, -0.4, 0.7], [1.2, -0.2, -0.6], [-0.5, -1.5, -2.5], [0.8, -2.0, -0.4], [0.6, 0.6, -0.1], [0.1, -0.5, -0.2], [0.2, 0.2, 0.0], [-0.1, 0.0, 0.8], [-0.7, 0.1, 0.5], [0.1, 0.1, -0.2], [-0.7, -0.1, -0.3], [0.2, 0.8, 1.1], [0.0, 0.3, 1.5], [-0.3, 1.1, 0.2], [-0.7, 0.9, 0.1], [-0.3, -0.2, 0.5], [-0.5, -0.2, -0.3]], "nbo_charge": [-0.794, 0.056, -0.017, -0.740, -0.479, -0.244, -0.872, 0.428, 0.366, 0.239, 0.438, 0.423, 0.476, 0.267, 0.230, 0.215, 0.209, 0.394, 0.404], "smiles": "N/C=C(\\[NH3+])CCN", "total_charge": 1, "spin_multiplicity": 1}



{"formula": "C4H12N3", "method": "the ωB97M-V functional and the def2-TZVPD basis", "species": ["N", "C", "C", "N", "C", "C", "N", "H", "H", "H", "H", "H", "H", "H", "H", "H", "H", "H", "H"], "xyz": [[1.76096, 1.99930, -1.08004], [0.67927, 1.59861, -0.41564], [0.37077, 0.38982, -0.03024], [1.06730, -0.67021, -0.72443], [-0.49837, 0.16197, 1.16264], [-1.74636, -0.53602, 0.77838], [-1.21680, -1.82977, -0.03623], [2.29619, 2.77875, -0.88395], [2.25576, 1.46479, -1.77538], [0.08924, 2.29440, 0.17443], [1.81365, -1.09910, -0.12566], [1.43364, -0.10483, -1.49906], [-0.81939, 1.06931, 1.67169], [0.22048, -0.10258, 1.95928], [-2.30228, -0.13957, -0.09067], [-2.31676, -0.76536, 1.68656], [-1.12237, -2.77268, 0.47423], [-1.79034, -2.21247, -0.84555], [-0.17456, -1.52436, -0.40036]], "forces_ev_per_angstrom": [[0.9, -0.8, -2.7], [-0.9, 1.5, 2.7], [0.1, -0.1, 0.0], [0.3, -0.4, 1.2], [0.9, 1.2, -0.5], [0.2, -3.0, -0.8], [0.0, -2.6, 0.5], [0.4, 2.1, 0.8], [-0.3, -0.3, 0.1], [0.5, 0.9, -0.6], [-0.4, 0.7, -1.0], [0.3, -1.7, 0.1], [-0.1, 0.7, -0.7], [-0.9, -1.6, 0.0], [0.1, 0.9, 1.2], [-0.4, -0.5, -0.8], [0.1, 2.1, -0.1], [0.6, 1.5, 1.0], [-1.4, -0.7, -0.4]], "nbo_charge": [-0.821, 0.011, 0.005, -0.849, -0.504, -0.169, -0.794, 0.411, 0.379, 0.209, 0.393, 0.402, 0.267, 0.259, 0.237, 0.239, 0.429, 0.434, 0.462], "smiles": "N/C=C(\\N)CC[NH3+]", "total_charge": 1, "spin_multiplicity": 1}



What did we get for relative energy (zero: lowest compared OMol25 entry of this formula, charge and spin)? Answer: 1.946 0.726 0.978 4.137 1.863 3.274 eV, in the order shown.